A cluster of 10 separate species, C22H67F6N5O9P in total in a non-equilibrium geometry. Source: the Open Molecules 2025 dataset; level of theory: ωB97M-V/def2-TZVPD.

CARTESIAN COORDINATES (ANGSTROEM)
P: -0.3852 0.4232 1.8280
F: -0.1973 -1.1356 1.5124
F: -1.8443 0.0900 2.5514
F: 0.4149 0.1614 3.3273
F: -0.3161 1.9886 2.2134
F: 1.0779 0.5046 1.0744
F: -1.0496 0.6033 0.3566
C: 6.6054 -4.0443 2.1297
C: 5.3873 -4.7872 2.7786
O: 5.0498 -5.9658 2.0388
H: 7.5883 -4.5144 2.0988
H: 6.8285 -3.1539 2.7175
H: 6.2889 -3.7636 1.1252
H: 4.4841 -4.1890 2.8986
H: 5.7529 -5.0459 3.7723
H: 4.8858 -5.7029 1.1302
C: 9.2944 1.3415 -3.3848
C: 9.8953 1.7647 -2.0053
C: 8.8934 2.6473 -1.1387
O: 9.6197 2.9326 0.0595
C: 8.9420 3.8019 0.9026
N: 10.4292 0.6414 -1.2900
H: 8.2389 1.0960 -3.2671
H: 9.8454 0.5105 -3.8254
H: 9.5000 2.2436 -3.9609
H: 10.7526 2.4167 -2.1729
H: 8.0279 2.0486 -0.8548
H: 8.6797 3.5861 -1.6496
H: 8.0359 3.3683 1.3259
H: 8.8059 4.6801 0.2715
H: 9.6123 4.1353 1.6949
H: 9.5802 0.1276 -1.1023
H: 10.5993 0.8687 -0.3208
C: 0.2228 -6.4976 -3.1967
C: 0.8892 -5.5343 -4.1638
C: -0.1121 -4.5064 -4.7697
O: 0.4686 -3.5811 -5.6899
C: -0.3680 -2.4708 -5.7692
N: 1.6408 -4.7297 -3.2632
H: -0.1207 -6.0294 -2.2743
H: 0.8113 -7.2832 -2.7228
H: -0.5616 -7.1319 -3.6095
H: 1.5476 -6.0981 -4.8247
H: -0.7573 -4.0944 -3.9938
H: -0.7846 -5.1378 -5.3504
H: -1.3683 -2.8572 -5.9649
H: -0.0715 -1.8473 -6.6126
H: -0.3391 -1.8716 -4.8591
H: 0.9654 -4.2041 -2.7268
H: 2.0215 -4.0256 -3.8791
C: -6.5844 -5.2457 6.5812
C: -5.1901 -4.6853 6.1901
C: -3.9615 -5.1807 7.1429
O: -4.0701 -4.9158 8.5532
C: -2.9870 -5.5259 9.3507
N: -4.8541 -5.1746 4.8772
H: -7.4247 -4.9573 5.9498
H: -6.7354 -4.9483 7.6190
H: -6.5318 -6.3342 6.6035
H: -5.4033 -3.6199 6.2766
H: -3.0350 -4.7826 6.7291
H: -3.9757 -6.2638 7.0208
H: -2.0092 -5.2212 8.9776
H: -2.9774 -6.6146 9.4032
H: -3.0962 -5.1860 10.3806
H: -3.9789 -4.7229 4.6533
H: -5.3363 -4.6000 4.2008
C: -8.0501 -1.2058 -3.4686
C: -9.5657 -1.3182 -3.6609
C: -9.9232 -2.2930 -4.8124
O: -9.4596 -1.6871 -6.0471
C: -10.3106 -2.0257 -7.1019
N: -10.0731 -1.6333 -2.3136
H: -7.8387 -2.2747 -3.4402
H: -7.7857 -0.5385 -2.6483
H: -7.5620 -0.8270 -4.3666
H: -10.1003 -0.4353 -4.0112
H: -11.0005 -2.4157 -4.9245
H: -9.5239 -3.2992 -4.6850
H: -11.3032 -1.5769 -7.1398
H: -10.5469 -3.0800 -7.2461
H: -9.7035 -1.7320 -7.9582
H: -11.0775 -1.6287 -2.4199
H: -9.8931 -2.6217 -2.2096
C: 4.4270 10.3295 -1.0344
C: 2.9785 10.2766 -1.5570
C: 2.4457 8.8491 -1.6610
O: 3.0780 8.1950 -2.7734
C: 3.0813 6.8390 -2.5205
N: 2.1847 11.0505 -0.6145
H: 4.6182 9.8532 -0.0728
H: 4.6897 11.3765 -0.8828
H: 5.2373 10.0226 -1.6957
H: 2.9418 10.8088 -2.5075
H: 1.3641 8.7796 -1.7771
H: 2.6293 8.3549 -0.7070
H: 2.0640 6.4848 -2.3543
H: 3.6754 6.5326 -1.6596
H: 3.5889 6.3011 -3.3212
H: 2.1981 10.5355 0.2543
H: 2.6047 11.9620 -0.5015
O: 0.5928 4.0461 7.4946
H: 0.8510 3.3304 6.9138
H: -0.3019 3.8307 7.7578
O: -4.0978 3.1142 6.7108
H: -4.6214 3.7167 6.1824
H: -3.7411 2.4893 6.0795
O: -4.9616 6.3899 1.2039
H: -4.8457 7.3315 1.0764
H: -4.2202 5.9927 0.7470

Force components x, y, z for each atom (eV/Å):
P 2.4 -1.8 0.9
F -1.0 -1.3 0.5
F 1.2 1.2 -0.7
F -1.0 0.2 -1.3
F -1.1 -0.4 -0.7
F 0.3 1.4 0.5
F -0.7 0.9 0.9
C -1.2 0.5 0.3
C 1.7 -0.2 -0.5
O 0.3 0.0 0.6
H -0.5 -0.9 0.0
H -0.4 0.4 -0.1
H 0.4 0.3 -0.1
H 0.3 0.5 -0.1
H -0.5 -0.6 0.1
H -0.1 0.1 -0.1
C 0.8 0.9 1.4
C -0.3 1.3 -0.1
C 2.0 -1.2 0.0
O 0.5 -1.1 -0.5
C 0.5 0.9 -0.3
N -1.1 -1.1 0.7
H 0.0 0.1 -0.3
H 0.0 0.0 0.2
H -0.7 -0.2 -0.6
H 0.0 0.2 -0.3
H -0.5 0.2 -0.3
H -0.5 0.0 -0.1
H -0.2 0.2 -0.1
H -1.0 0.5 0.4
H 0.0 -0.4 0.1
H -0.3 -1.3 -0.3
H 0.8 0.8 0.2
C -1.2 -1.6 0.2
C -1.2 0.6 1.6
C -0.4 -3.1 -1.9
O 0.7 -0.7 1.4
C -0.4 0.3 -0.6
N 2.4 1.1 0.2
H -0.5 0.6 -0.4
H 1.2 0.2 -0.6
H -0.5 0.4 -0.3
H -0.2 0.4 -0.5
H 0.5 0.5 0.3
H -0.7 0.1 -0.4
H -0.4 0.5 0.1
H 0.1 -0.1 0.0
H -0.1 0.0 0.1
H 0.0 0.0 0.5
H 0.7 0.5 0.3
C 1.3 -0.8 1.0
C -0.8 -0.6 2.1
C -1.7 -0.1 -0.1
O 0.8 -0.5 0.2
C -0.8 0.8 -0.7
N 0.8 1.0 -0.9
H 0.3 0.3 -0.1
H -0.4 0.2 0.0
H -0.1 -0.2 -0.2
H 1.0 0.5 -0.2
H 0.1 0.2 0.0
H 0.2 -0.2 -0.2
H 0.0 0.2 -0.1
H -0.5 -0.2 -0.5
H -0.2 0.3 -0.2
H 1.2 -0.5 0.1
H -1.3 -0.3 -0.3
C -0.9 0.2 -1.7
C 0.0 0.4 -0.2
C 0.2 0.8 -0.1
O -0.8 -0.9 1.5
C 0.7 -0.1 -1.5
N -0.7 -0.6 -1.1
H 1.1 0.1 0.9
H 0.0 -0.7 0.2
H 0.0 0.0 -0.1
H 0.5 0.6 0.3
H -0.3 0.1 0.4
H 0.4 -0.2 0.0
H 0.0 0.8 0.4
H 0.5 -0.5 0.5
H -0.6 0.1 -0.4
H -0.5 0.2 0.4
H 0.3 -0.4 0.6
C 1.0 0.4 -0.6
C 0.9 0.2 0.6
C 0.2 0.6 -0.7
O 0.1 1.1 1.1
C 0.4 -1.5 -0.2
N -1.0 -0.5 -0.4
H -0.5 -0.3 0.1
H -0.2 0.3 0.1
H -0.3 -0.6 -0.4
H -0.1 -0.3 -0.2
H -0.2 0.4 -0.2
H 0.5 -0.3 0.1
H -0.1 -0.4 -0.2
H 0.0 0.4 0.6
H -0.5 0.1 -0.4
H -0.1 0.4 0.4
H 0.0 0.0 0.3
O 0.2 0.2 0.2
H 0.1 -0.2 -0.2
H -0.3 0.0 0.0
O 0.0 0.0 0.3
H -0.1 0.2 -0.1
H 0.2 -0.2 -0.2
O -0.2 0.0 0.1
H 0.0 0.2 0.0
H 0.2 -0.2 -0.1

The relative energy (zero: lowest compared OMol25 entry of this formula, charge and spin) comes out at 137.62 kcal/mol. For the HOMO-LUMO gap, the calculation gives 0.3470 Eh. Its LUMO energy is 2.0 eV. The net charge is -1. The value obtained for the HOMO energy is -7.46 eV. As for the molecular weight: 690.766 g/mol.

A structure of composition C22H68BeO24 in a non-equilibrium geometry. Source: the Open Molecules 2025 dataset; level of theory: ωB97M-V/def2-TZVPD.

CARTESIAN COORDINATES (ANGSTROEM)
Be: -1.6856 -2.4660 0.0175
O: -1.0612 -0.1057 -0.2681
H: -0.5677 -0.3967 0.5105
O: -2.0477 -4.5567 0.4361
H: -2.6020 -4.8735 -0.2726
C: -0.0745 -1.9447 -3.2079
C: 0.6097 -2.9027 -4.2048
O: 1.0446 -4.0890 -3.6398
O: -1.2517 -2.5572 -2.6526
H: -0.2415 -0.9745 -3.6724
H: 0.5680 -1.7498 -2.3438
H: 1.4438 -2.3743 -4.6749
H: -0.1183 -3.1440 -4.9854
H: 0.3351 -4.3811 -3.0445
H: -1.9856 -2.4204 -3.2604
C: 0.5209 -2.1026 2.4367
C: 0.8676 -3.2639 1.5438
O: 0.6844 -2.8713 0.1781
O: -0.9024 -1.8531 2.3530
H: 1.1856 -1.2882 2.1621
H: 0.8144 -2.3658 3.4527
H: 0.2243 -4.1067 1.7697
H: 1.9138 -3.5045 1.7558
H: 1.5217 -2.6895 -0.3114
H: -1.2294 -1.1917 2.9998
C: -4.9255 -1.3394 0.3679
C: -5.0184 -2.7140 -0.2679
O: -4.0034 -2.7595 -1.2720
O: -3.6879 -1.3141 1.1369
H: -5.7565 -1.1617 1.0467
H: -4.8800 -0.6875 -0.4982
H: -5.9969 -2.8065 -0.7467
H: -4.9300 -3.4530 0.5228
H: -4.0173 -3.5441 -1.8417
H: -3.8339 -0.9375 2.0322
C: 0.2063 2.7883 0.4886
C: -0.4629 2.4553 1.7938
O: -1.7166 1.8002 1.6966
O: 0.9673 1.7195 -0.0858
H: 0.9022 3.6049 0.6740
H: -0.5820 3.1730 -0.1666
H: -0.6669 3.3972 2.2923
H: 0.2866 1.8470 2.3143
H: -1.5725 1.0741 1.0411
H: 0.3699 0.9661 -0.3003
C: -1.8321 2.0482 -3.0002
C: -3.0089 1.2450 -2.5575
O: -3.1643 1.2407 -1.1446
O: -0.6062 1.4515 -2.6446
H: -1.9110 3.0800 -2.6480
H: -1.7777 2.0543 -4.0943
H: -2.7971 0.2229 -2.8649
H: -3.9535 1.6950 -2.8514
H: -2.5685 0.6764 -0.6132
H: -0.6713 1.0229 -1.7644
C: 2.5687 2.3664 -5.8675
C: 1.7591 1.6350 -4.8441
O: 1.8580 2.3673 -3.6655
O: 2.6543 1.6466 -7.1185
H: 3.5855 2.4396 -5.4944
H: 2.1997 3.3893 -5.9704
H: 2.1541 0.6256 -4.7417
H: 0.7172 1.5643 -5.1609
H: 1.1187 2.1810 -3.0496
H: 1.9299 1.9667 -7.6620
C: -4.6518 4.1111 1.1524
C: -5.5021 3.3910 0.0913
O: -5.4161 1.9661 0.2746
O: -3.3105 4.1295 0.7830
H: -4.8675 3.5285 2.0413
H: -4.9442 5.1602 1.0720
H: -4.9796 3.6971 -0.8149
H: -6.5475 3.5124 0.3345
H: -4.5719 1.7077 -0.1568
H: -2.8919 3.2584 0.9321
C: 4.7497 -0.5773 2.5946
C: 5.4198 -1.7970 3.0895
O: 6.4261 -2.2666 2.1200
O: 3.9023 -0.8929 1.4547
H: 5.5015 0.1278 2.2782
H: 4.1210 -0.2923 3.4407
H: 4.6847 -2.5540 3.3874
H: 5.9969 -1.5664 3.9837
H: 6.0998 -2.1451 1.2053
H: 3.6579 -0.0073 1.1158
C: 3.9425 3.2556 2.9577
C: 3.7668 3.3083 1.4267
O: 3.4362 2.0096 1.0250
O: 4.2583 4.6064 3.3928
H: 4.6835 2.4829 3.1520
H: 3.0066 2.8268 3.3329
H: 4.7128 3.5811 0.9627
H: 2.9632 3.9805 1.1509
H: 2.6176 1.9057 0.5037
H: 4.1758 4.6075 4.3491
C: 3.9431 -2.2510 -1.8773
C: 5.3444 -2.8095 -1.7908
O: 6.1201 -2.0123 -0.7322
O: 3.1743 -2.5529 -0.7335
H: 3.5433 -2.8782 -2.6854
H: 3.9132 -1.2310 -2.2538
H: 5.8553 -2.6762 -2.7477
H: 5.1733 -3.8637 -1.5888
H: 6.9790 -2.4406 -0.8146
H: 3.5032 -2.0853 0.0725
C: -3.0194 0.2515 5.0846
C: -3.9015 -0.9464 4.9265
O: -4.7212 -0.7779 3.6961
O: -1.8495 0.1729 4.2272
H: -2.7116 0.1396 6.1237
H: -3.4959 1.2124 4.9244
H: -4.4682 -0.9619 5.8552
H: -3.2842 -1.8418 4.8708
H: -5.5710 -1.2267 3.7271
H: -1.8692 0.8703 3.5358

Force components x, y, z for each atom (eV/Å):
Be 0.0 -1.9 0.8
O -0.2 -1.6 0.4
H 0.1 -0.2 0.1
O 1.0 3.7 -0.2
H -0.2 0.0 -0.4
C 0.9 -0.6 0.1
C -0.9 1.2 -0.1
O 0.2 -0.6 0.9
O 0.0 0.2 0.2
H -0.4 0.0 -0.1
H 0.1 -0.1 -0.1
H 0.1 -0.2 0.1
H -0.1 0.2 -0.3
H 0.3 -0.1 -0.1
H -0.1 0.0 0.1
C -0.3 -0.4 0.6
C 0.3 0.6 -0.2
O -1.3 0.0 0.0
O 0.6 0.0 -0.8
H -0.4 0.7 -0.3
H -0.3 -0.1 0.3
H -0.1 -0.3 -0.2
H 0.0 -0.2 -0.3
H -0.1 -0.1 0.3
H 0.3 -0.2 -0.1
C 1.1 -1.1 0.2
C -0.7 0.3 0.1
O 0.8 0.1 0.0
O 0.0 0.2 -0.8
H -0.2 0.2 -0.3
H 0.0 0.9 0.4
H -0.1 -0.1 0.0
H 0.4 -0.5 -0.2
H -0.3 0.1 0.6
H -0.2 -0.3 -0.5
C -0.3 0.1 -0.4
C 0.6 0.1 0.1
O 0.2 -0.6 -0.3
O -0.3 0.2 0.1
H 0.1 0.0 -0.1
H 0.2 -0.1 -0.5
H 0.1 0.1 0.4
H -0.3 0.0 0.6
H -0.4 0.1 0.1
H 0.1 0.3 0.2
C 0.3 0.4 -0.8
C 0.2 -0.3 1.3
O -0.4 0.5 0.8
O 0.3 -0.4 0.8
H 0.1 0.1 0.1
H -0.4 0.3 0.0
H -0.6 -0.3 -0.5
H 0.0 -0.3 -0.9
H 0.4 -0.2 -0.8
H -0.2 0.1 -0.4
C 0.7 -0.2 -0.6
C -0.6 -0.2 0.0
O 0.0 0.5 1.1
O -0.3 0.6 0.6
H 0.2 0.1 0.0
H -0.1 0.0 -0.3
H 0.1 -0.3 0.1
H -0.2 -0.1 -0.2
H 0.3 -0.2 -0.6
H 0.0 -0.1 -0.1
C -1.0 -0.3 -1.5
C 1.1 -1.2 1.6
O 1.0 0.1 -0.6
O 1.4 -0.6 0.1
H 0.2 0.6 0.8
H -0.3 0.0 0.9
H -1.1 0.1 -0.8
H -0.4 1.1 -0.9
H -0.4 -0.2 0.2
H -0.3 0.3 0.0
C -1.0 -0.8 -0.2
C 1.8 -1.0 -1.2
O -1.1 0.1 0.8
O 0.2 0.7 0.4
H 0.1 0.6 0.2
H -0.1 0.9 -0.2
H 0.1 -0.2 -0.4
H 0.0 0.1 0.1
H -0.2 0.0 0.4
H 0.1 -0.3 0.0
C -0.4 0.7 -1.3
C 0.1 -0.3 0.7
O 0.1 -1.5 -0.3
O -0.3 -1.6 0.0
H 0.6 0.3 0.3
H -0.1 0.6 0.4
H 0.0 0.4 -0.1
H 0.1 0.5 0.0
H 0.0 0.5 0.1
H 0.1 0.2 0.1
C 0.4 -1.1 -1.0
C 0.1 2.0 1.2
O -1.0 -2.1 -1.9
O 0.0 0.6 0.7
H -0.5 0.2 0.1
H -0.1 0.4 0.6
H 0.0 0.0 0.1
H 0.8 -0.2 0.6
H 0.3 0.3 0.4
H 0.2 -0.1 -0.6
C 1.2 -0.4 -0.6
C -1.0 0.7 -1.3
O 0.9 0.0 1.2
O -0.3 0.3 -0.1
H 0.5 0.5 0.1
H -0.4 -0.1 0.1
H -0.7 -0.3 -0.3
H -0.1 -0.1 -0.2
H 0.2 -0.2 0.4
H -0.2 -0.3 0.3

For the HOMO-LUMO gap, the calculation gives 0.3276 Eh. Its LUMO energy is -0.1 eV. The value obtained for the HOMO energy is -8.97 eV. As for the molecular weight: 725.774 g/mol.

- Which formula does entry 2 have?
  C22H68BeO24

- molecular weight of number 1 (C22H67F6N5O9P)?
  690.766 g/mol

- What is the formula in the first record?
  C22H67F6N5O9P